Record 1
The following is a DFT calculation (ωB97M-V/def2-TZVPD) of a structure of composition C4H5InO2 in a non-equilibrium geometry.

Results
charge	+3
energy relative to the best compared isomer or geometry (same formula, charge and spin)	482.7	kJ/mol
HOMO level (alpha / beta)	-23.542 / -23.102	eV
<S²>	1.08
2S+1	2
max |F|	9.9	eV/Å
total energy	-494.396911	hartree

Each line ends with the Löwdin charge.
Geometry (Å):
H 0.443 -0.974 -1.665  0.231
O -1.891 1.665 0.783  0.307
C -0.809 0.985 0.362  0.034
C -0.837 -0.372 0.307  0.138
C 0.446 -0.906 0.814  0.116
C 1.468 -1.202 -0.009  0.137
O 1.462 -0.966 -1.348  -0.187
In 2.836 -0.060 -2.237  1.450
H -1.837 2.592 0.532  0.190
H 0.043 1.602 0.066  0.186
H -1.735 -0.887 0.652  0.197
H 0.410 -1.476 1.744  0.200

Record 2
The following is a DFT calculation (ωB97M-V/def2-TZVPD) of a cluster of 2 separate species, C5H13N3O in total in a non-equilibrium geometry.

Results
energy relative to the best compared isomer or geometry (same formula, charge and spin)	318.4	kJ/mol
structure (SMILES)	NC(N)=NO.C=C(C)C
HOMO level	-8.303	eV
2S+1	1
max |F|	3.5	eV/Å
total energy	-437.732815	hartree

Each line ends with the Löwdin charge.
Geometry (Å):
C -2.162 1.180 1.088  -0.093
C -0.657 -0.921 1.056  -0.050
C -1.523 0.172 0.191  -0.408
C -1.565 0.134 -1.112  -0.012
H -1.419 1.677 1.711  0.071
H -2.694 1.933 0.510  0.073
H -2.865 0.690 1.764  0.076
H -1.414 -1.455 1.633  0.063
H -0.184 -1.677 0.436  0.053
H 0.004 -0.436 1.773  0.054
H -2.144 0.791 -1.741  0.053
H -0.707 -0.472 -1.655  0.074
C 1.702 0.076 -0.577  -0.570
N 2.574 -0.490 0.309  0.152
N 1.458 1.427 -0.444  0.137
O 1.578 -1.905 -1.685  -0.090
N 1.181 -0.535 -1.595  -0.035
H 1.487 -2.092 -2.627  0.087
H 2.666 -0.081 1.222  0.094
H 2.636 -1.496 0.264  0.091
H 1.350 1.746 0.510  0.091
H 0.696 1.735 -1.033  0.091